Entry 1:
13
Properties=species:S:1:pos:R:3:forces:R:3 method="wB97M-V/def2-TZVPD" relative_energy_ev=6.426 charge=0 smiles="C=[N+](C)[O-].C#C" orbital_gap_ha=0.362
C 1.924 -0.058 -0.914 0.368 0.575 -2.112
C 2.056 -0.478 0.180 0.863 -1.076 1.861
C -1.416 -0.789 0.306 -2.387 2.766 -1.331
C -0.435 1.235 -0.322 1.544 0.369 2.554
N -0.446 0.280 0.609 -2.350 1.792 -4.179
O 0.275 0.157 1.581 0.615 -0.043 1.645
H 1.988 0.273 -1.914 -0.154 0.106 -0.285
H -1.016 -1.644 -0.006 2.735 -3.690 -0.101
H -1.984 -0.875 1.198 -0.929 -0.453 0.441
H -2.002 -0.672 -0.702 0.479 0.965 2.247
H -1.248 1.291 -0.978 -0.770 -0.260 -0.901
H 0.221 2.118 -0.212 -0.350 -0.893 0.158
H 2.083 -0.836 1.175 0.336 -0.159 0.002

***

Entry 2:
13
Properties=species:S:1:pos:R:3:forces:R:3 method="wB97M-V/def2-TZVPD" relative_energy_ev=1.590 charge=0 smiles=CO[C@@H](C)C#N orbital_gap_ha=0.430
C 1.931 0.266 0.132 0.188 0.110 0.005
O 0.799 -0.553 0.394 -0.141 -0.032 0.106
C -0.347 -0.203 -0.341 -0.213 0.076 -0.062
C -1.603 -0.914 0.167 -0.013 -0.095 0.023
C -0.631 1.243 -0.161 -0.210 1.065 0.233
N -0.878 2.338 0.117 0.210 -0.908 -0.403
H 1.656 1.328 0.108 0.078 -0.163 0.049
H 2.427 0.013 -0.816 -0.188 -0.083 0.112
H 2.631 0.114 0.956 -0.097 -0.069 -0.140
H -0.204 -0.431 -1.409 0.000 0.213 0.125
H -1.541 -1.998 0.060 0.148 0.113 -0.006
H -1.788 -0.655 1.214 0.116 -0.085 -0.141
H -2.452 -0.549 -0.421 0.121 -0.141 0.098

***

Entry 3:
13
Properties=species:S:1:pos:R:3:forces:R:3 method="wB97M-V/def2-TZVPD" relative_energy_ev=4.600 charge=0 orbital_gap_ha=0.388
C -0.597 0.189 1.474 -0.028 0.032 0.023
C -0.568 -0.132 -0.010 0.122 0.247 0.010
C -0.076 0.871 -0.914 0.221 -0.052 -0.022
N 1.829 -0.038 -1.060 -0.415 -0.905 0.230
C 1.503 -1.156 -0.830 0.267 0.860 -0.168
O -0.365 -1.360 -0.378 -0.001 0.096 -0.070
H -1.241 -0.532 1.983 0.097 0.119 -0.049
H 0.421 0.093 1.874 -0.184 -0.011 -0.098
H -0.960 1.204 1.674 0.067 -0.174 -0.031
H -1.498 0.464 -0.559 -0.260 -0.186 0.137
H -0.177 0.693 -1.978 0.066 -0.044 0.134
H -0.010 1.906 -0.582 0.072 -0.134 -0.055
H 1.724 -2.202 -0.710 -0.025 0.151 -0.042

***

Entry 4:
13
Properties=species:S:1:pos:R:3:forces:R:3 method="wB97M-V/def2-TZVPD" relative_energy_ev=1.637 charge=0 smiles="[H]/N=C/CCC=O" orbital_gap_ha=0.385
O -1.894 -1.355 1.080 0.244 0.069 -0.470
C -1.011 -1.103 0.302 -0.335 -0.118 0.094
C -0.980 0.044 -0.692 -0.104 0.022 0.052
C 0.476 0.508 -0.874 0.063 0.000 0.011
C 1.194 0.435 0.457 -0.149 0.067 0.172
N 0.520 0.640 1.512 0.367 -0.087 -0.177
H -1.390 -0.335 -1.637 0.081 0.085 0.076
H -1.635 0.847 -0.345 0.092 -0.150 0.048
H 0.999 -0.096 -1.625 -0.044 0.034 0.199
H 0.514 1.543 -1.234 -0.032 -0.157 0.004
H -0.102 -1.748 0.238 -0.215 -0.107 0.037
H 2.252 0.136 0.456 -0.106 0.180 0.010
H 1.057 0.484 2.362 0.139 0.162 -0.056

***

Entry 5:
13
Properties=species:S:1:pos:R:3:forces:R:3 method="wB97M-V/def2-TZVPD" relative_energy_ev=1.917 charge=0 smiles="C=NCCC=O" orbital_gap_ha=0.394
C 0.530 -0.835 0.317 0.079 -0.019 -0.059
C -0.805 -0.852 1.002 0.080 0.120 0.616
O -1.221 0.068 1.660 -0.100 -0.348 -0.139
C -0.811 1.009 -1.246 0.341 -0.055 -0.365
N 0.325 1.403 -0.859 -0.849 -0.148 0.024
C 1.081 0.557 0.040 0.173 -0.060 0.098
H 1.205 -1.339 1.013 0.110 -0.103 0.031
H 0.486 -1.471 -0.569 0.035 0.018 -0.119
H -1.243 0.005 -1.091 0.173 0.350 0.144
H -1.357 -1.817 0.937 -0.067 0.194 -0.014
H -1.427 1.672 -1.839 0.011 0.158 -0.180
H 1.136 1.116 0.981 0.059 -0.109 -0.091
H 2.101 0.484 -0.347 -0.045 0.003 0.056

***

Entry 6:
13
Properties=species:S:1:pos:R:3:forces:R:3 method="wB97M-V/def2-TZVPD" relative_energy_ev=6.282 charge=0 orbital_gap_ha="0.290 / 0.251"
C -0.552 -1.316 0.655 -1.825 -1.500 0.154
C -0.289 -1.036 3.133 0.279 -1.982 -1.488
C 0.219 0.724 -0.743 2.314 3.122 -0.173
C 0.028 0.871 -2.217 -0.128 1.863 2.317
N -0.619 -1.561 1.987 0.405 0.768 -1.110
O -0.326 -0.209 -0.152 -0.652 -1.915 1.777
H -1.192 -1.986 0.010 0.859 0.767 1.038
H 0.297 -0.147 3.192 0.111 0.859 0.411
H -0.286 -1.815 3.921 -0.184 1.121 0.001
H 0.849 1.515 -0.224 -0.841 -1.128 -0.127
H -0.572 0.020 -2.421 -0.760 -0.223 -1.409
H 0.974 0.959 -2.682 1.082 -0.612 -0.837
H -0.341 1.928 -2.305 -0.659 -1.138 -0.554

***

Entry 7:
13
Properties=species:S:1:pos:R:3:forces:R:3 method="wB97M-V/def2-TZVPD" relative_energy_ev=2.238 charge=0 smiles="O[C@@H]1C=NCC1" orbital_gap_ha=0.377
O -0.583 -1.247 -1.587 -0.175 0.002 0.064
C 0.318 -0.410 -0.880 0.320 0.167 0.178
C -0.276 0.938 -0.409 -0.071 -0.120 0.135
C -0.150 0.789 1.126 -0.496 0.399 0.369
N -0.029 -0.635 1.447 1.572 0.360 0.012
C 0.621 -1.082 0.455 0.151 -0.431 0.001
H -1.328 -1.427 -0.994 0.152 -0.008 -0.175
H 1.188 -0.315 -1.534 -0.073 0.130 0.059
H -1.331 1.047 -0.677 0.165 -0.221 -0.159
H 0.258 1.788 -0.854 -0.101 -0.194 0.381
H 0.821 1.187 1.466 -0.564 0.230 0.005
H -0.926 1.149 1.777 -0.473 0.906 -0.212
H 1.417 -1.781 0.662 -0.408 -1.219 -0.658

***

Entry 8:
13
Properties=species:S:1:pos:R:3:forces:R:3 method="wB97M-V/def2-TZVPD" relative_energy_ev=3.526 charge=0 smiles="CO/C=C1/CN1" orbital_gap_ha=0.348
C 1.186 -1.555 -0.373 0.192 -0.080 -0.137
C -0.526 0.500 0.320 -0.139 -0.192 0.067
C -0.675 1.931 0.338 -0.236 0.263 0.237
N -0.076 1.207 -0.820 0.040 -0.018 -0.142
C -0.688 -0.740 0.741 -0.004 0.297 0.143
O -0.134 -1.811 0.102 -0.062 -0.046 -0.099
H 1.482 -2.447 -0.925 0.052 0.060 0.072
H 1.245 -0.676 -1.025 -0.097 -0.277 0.072
H 1.864 -1.387 0.475 -0.135 -0.093 -0.118
H -1.671 2.356 0.267 0.083 0.058 -0.138
H 0.064 2.538 0.855 -0.226 -0.095 0.034
H -0.769 1.072 -1.557 0.211 0.100 -0.005
H -1.301 -0.989 1.603 0.321 0.022 0.013

***

Entry 9:
13
Properties=species:S:1:pos:R:3:forces:R:3 method="wB97M-V/def2-TZVPD" relative_energy_ev=4.800 charge=0 smiles="CN/C=C1/CO1" orbital_gap_ha=0.347
C 0.367 -1.013 -1.544 0.242 0.175 -0.893
N 0.459 -1.309 -0.101 -0.276 0.401 -0.342
C -0.665 -0.581 0.292 -0.454 0.165 0.798
C -0.505 0.751 0.426 0.021 -0.791 1.028
C -0.283 1.639 1.515 -0.256 0.505 0.555
O 0.768 1.311 0.580 0.037 -0.023 0.159
H 1.308 -0.626 -1.911 0.432 -0.479 -0.358
H -0.014 -1.886 -2.073 0.236 0.131 -0.303
H 1.270 -0.830 0.303 -0.239 -0.182 -0.356
H -1.622 -1.064 0.142 -0.121 0.112 0.438
H -0.323 -0.154 -1.635 0.411 -0.731 -0.889
H -0.574 2.675 1.560 -0.100 0.157 -0.096
H -0.187 1.086 2.447 0.068 0.559 0.259

***

Entry 10:
13
Properties=species:S:1:pos:R:3:forces:R:3 method="wB97M-V/def2-TZVPD" relative_energy_ev=4.165 charge=0 smiles="CN1C[C@H]1C=O" orbital_gap_ha=0.358
C 1.814 0.279 -0.123 0.382 -0.097 -0.026
N 0.448 0.133 -0.533 0.229 -0.209 -0.666
C -0.542 1.056 -0.202 -0.204 -0.017 0.193
C -0.455 -0.567 0.269 -0.164 0.157 -0.023
C -1.735 -1.263 0.004 -0.118 -0.145 -0.238
O -2.118 -2.193 0.679 0.287 0.433 -0.353
H 2.212 1.094 -0.731 0.277 -0.148 0.133
H 2.322 -0.655 -0.354 0.284 0.090 0.057
H 1.942 0.529 0.943 -0.140 -0.115 -0.148
H -0.708 1.674 0.648 1.226 0.254 1.294
H -0.813 1.655 -1.072 -1.366 -0.814 -0.241
H 0.035 -1.028 1.148 -0.577 0.976 0.478
H -2.404 -0.714 -0.675 -0.116 -0.362 -0.460

***

Entry 11:
13
Properties=species:S:1:pos:R:3:forces:R:3 method="wB97M-V/def2-TZVPD" relative_energy_ev=2.536 charge=0 smiles="CC=C=O.C=N" orbital_gap_ha=0.349
C -2.422 0.146 0.262 -0.143 0.043 -0.011
C -0.922 0.072 0.105 0.065 0.050 -0.061
N 1.992 -1.035 -0.628 0.183 0.152 0.264
C 2.578 -0.167 0.086 -0.020 -0.100 -0.191
C -0.256 0.909 -0.660 0.298 0.537 -0.417
O 0.299 1.690 -1.333 -0.500 -0.706 0.567
H -2.870 -0.843 0.111 0.070 0.183 0.018
H -2.861 0.823 -0.478 0.053 -0.111 0.150
H -2.710 0.501 1.258 0.049 -0.078 -0.166
H -0.342 -0.691 0.609 -0.072 0.135 -0.111
H 1.833 -1.898 -0.105 0.056 0.032 -0.011
H 2.800 0.805 -0.357 -0.012 -0.077 0.046
H 2.881 -0.311 1.129 -0.028 -0.059 -0.076

***

Entry 12:
13
Properties=species:S:1:pos:R:3:forces:R:3 method="wB97M-V/def2-TZVPD" relative_energy_ev=2.304 charge=0 smiles="C[C@H]1CN1C=O" orbital_gap_ha=0.395
C -1.571 -0.431 0.339 -0.026 -0.063 0.151
C -0.136 -0.465 -0.131 -0.080 0.114 0.425
C 0.202 0.442 -1.292 0.210 -0.012 -0.045
N 0.618 0.753 0.065 -0.015 0.363 0.604
C 1.811 0.512 0.713 0.243 -0.135 0.240
O 1.951 -0.431 1.469 0.377 0.611 -0.118
H -1.623 -0.767 1.374 -0.107 0.010 0.025
H -2.231 -1.065 -0.266 0.213 0.041 0.072
H -1.947 0.598 0.293 0.051 -0.208 0.001
H 0.556 -1.227 0.337 -1.263 -0.063 -1.608
H 0.901 0.238 -2.100 0.193 -0.252 0.439
H -0.585 1.144 -1.592 0.129 -0.498 -0.057
H 2.589 1.269 0.578 0.075 0.092 -0.128

***

Entry 13:
13
Properties=species:S:1:pos:R:3:forces:R:3 method="wB97M-V/def2-TZVPD" relative_energy_ev=0.764 charge=0 smiles="[H]/N=C1/CCCO1" orbital_gap_ha=0.400
N -1.203 1.758 -1.170 0.273 -0.246 0.019
C -0.431 0.917 -0.634 -0.209 0.222 0.048
C -0.289 0.645 0.843 -0.068 0.038 0.061
C 0.018 -0.850 0.812 0.023 -0.080 0.011
C 0.923 -0.920 -0.413 0.141 -0.206 0.094
O 0.368 0.044 -1.322 -0.085 0.065 -0.042
H -1.147 1.679 -2.186 0.034 0.100 0.027
H 0.556 1.216 1.249 -0.113 -0.090 -0.100
H -1.191 0.923 1.386 0.082 -0.015 -0.095
H -0.907 -1.396 0.598 0.096 -0.029 0.109
H 0.468 -1.258 1.719 0.000 0.105 -0.128
H 0.929 -1.890 -0.913 -0.042 0.097 0.028
H 1.958 -0.645 -0.175 -0.132 0.039 -0.030

***

Entry 14:
13
Properties=species:S:1:pos:R:3:forces:R:3 method="wB97M-V/def2-TZVPD" relative_energy_ev=1.484 charge=0 smiles="C=CCNC=O" orbital_gap_ha=0.393
C -1.230 1.284 0.125 1.189 0.674 0.353
C -1.307 0.018 -0.257 -2.630 0.036 0.340
C -0.322 -1.038 0.013 1.276 -1.483 0.576
C 1.870 -0.008 -0.325 1.288 1.974 -0.118
H -0.331 1.784 0.571 -0.842 -0.816 -0.455
H -2.078 1.928 -0.001 -0.268 0.231 -0.201
H -2.320 -0.300 -0.645 1.295 0.136 0.251
H -0.085 -1.599 -0.929 -0.263 0.202 0.856
H -0.586 -1.790 0.840 -0.409 0.922 -1.528
H 1.005 -0.292 1.522 0.051 -0.030 -0.851
H 1.601 -0.190 -1.405 0.293 -0.148 0.698
N 0.914 -0.471 0.515 0.982 0.021 0.399
O 2.868 0.673 -0.025 -1.963 -1.718 -0.322

***

Entry 15:
13
Properties=species:S:1:pos:R:3:forces:R:3 method="wB97M-V/def2-TZVPD" relative_energy_ev=3.038 charge=0 smiles="O=CCN1CC1" orbital_gap_ha=0.360
O -3.005 -0.039 1.093 0.360 -0.126 -0.282
C -1.935 -0.322 0.615 -0.318 0.154 0.302
C -0.696 0.538 0.797 -0.080 0.126 0.114
N 0.376 -0.029 0.065 -0.026 -0.479 0.203
C 0.766 -0.354 -1.248 -0.065 -0.137 -0.312
C 1.753 0.097 -0.193 0.282 0.000 0.078
H -1.772 -1.262 0.046 -0.069 0.114 0.048
H -0.437 0.441 1.859 -0.100 0.209 -0.036
H -0.970 1.590 0.618 0.110 -0.043 -0.148
H 0.603 0.328 -2.087 -0.060 0.045 0.204
H 0.693 -1.409 -1.507 0.133 0.094 -0.130
H 2.375 -0.633 0.322 0.166 0.031 -0.209
H 2.248 1.055 -0.380 -0.334 0.012 0.167

***

Entry 16:
13
Properties=species:S:1:pos:R:3:forces:R:3 method="wB97M-V/def2-TZVPD" relative_energy_ev=1.312 charge=0 smiles="O=CNC1CC1" orbital_gap_ha=0.387
O -1.003 -1.103 2.930 -0.010 0.157 -0.339
C -1.083 -0.590 1.832 0.061 -0.041 0.053
N -0.121 -0.646 0.874 0.014 -0.086 0.186
C -0.262 -0.061 -0.427 -0.125 -0.009 -0.069
C 0.910 -0.107 -1.352 0.106 -0.149 -0.115
C 0.465 1.210 -0.777 -0.037 0.186 0.051
H -1.970 -0.023 1.491 0.046 -0.034 0.108
H 0.702 -1.190 1.095 -0.076 0.036 -0.043
H -1.247 -0.209 -0.863 0.174 0.020 0.030
H 1.831 -0.538 -0.969 -0.131 0.079 -0.024
H 0.729 -0.316 -2.402 0.008 0.060 0.183
H -0.030 1.920 -1.433 0.072 -0.120 0.101
H 1.081 1.653 0.000 -0.102 -0.097 -0.122

***

Entry 17:
13
Properties=species:S:1:pos:R:3:forces:R:3 method="wB97M-V/def2-TZVPD" relative_energy_ev=1.007 charge=0 smiles="C[C@H]1COC=N1" orbital_gap_ha=0.391
C 1.076 -0.590 1.116 0.018 -0.019 0.044
C 0.542 0.124 -0.115 0.146 -0.183 -0.046
C -0.600 -0.634 -0.822 0.135 -0.196 0.049
O -1.563 0.392 -1.123 -0.054 0.055 -0.019
C -1.159 1.464 -0.403 0.140 0.205 0.179
N -0.053 1.431 0.211 -0.379 -0.008 -0.238
H 1.864 0.000 1.591 -0.112 -0.076 -0.068
H 1.488 -1.569 0.847 -0.053 0.140 0.040
H 0.272 -0.741 1.846 0.096 0.023 -0.098
H 1.372 0.311 -0.810 -0.096 -0.042 0.084
H -1.079 -1.364 -0.157 0.074 0.093 -0.081
H -0.313 -1.126 -1.753 -0.019 0.084 0.115
H -1.849 2.302 -0.426 0.103 -0.075 0.040

***

Entry 18:
13
Properties=species:S:1:pos:R:3:forces:R:3 method="wB97M-V/def2-TZVPD" relative_energy_ev=4.737 charge=0 orbital_gap_ha=0.342
C -0.207 -1.579 0.476 0.116 0.031 0.190
C 0.489 -0.383 -0.155 0.235 -0.121 0.068
C -0.300 0.931 -0.288 1.201 0.842 -0.270
O -1.666 0.658 -0.457 0.405 0.631 -0.744
C 1.765 0.236 0.349 0.195 0.857 -0.685
N 2.218 1.266 -0.005 0.646 -1.144 1.030
H 0.507 -2.402 0.559 -0.118 0.056 0.047
H -0.603 -1.351 1.467 0.047 -0.003 -0.046
H -1.038 -1.912 -0.156 0.241 0.214 0.124
H 0.833 -0.670 -1.154 -0.209 -0.102 0.063
H 0.923 1.609 -0.852 -3.159 -0.650 -0.445
H -0.176 1.678 0.476 -0.027 -0.388 0.975
H -2.206 1.280 0.056 0.428 -0.224 -0.307

***

Entry 19:
13
Properties=species:S:1:pos:R:3:forces:R:3 method="wB97M-V/def2-TZVPD" relative_energy_ev=3.186 charge=0 smiles="[H]/N=C/[C@@]1(C)CO1" orbital_gap_ha=0.393
C 1.320 0.020 0.238 1.461 -0.089 1.323
C -0.760 -1.044 -0.861 1.687 -0.227 -0.711
C -0.156 -0.036 0.052 2.122 2.107 -2.061
C -0.947 1.196 0.292 -1.613 1.433 0.914
N 2.043 -1.015 0.121 -1.324 -0.039 -1.147
O -0.647 -1.164 0.515 -2.331 -3.555 2.942
H 1.648 0.935 0.771 0.256 -0.006 -0.663
H -1.718 -0.624 -1.123 -0.383 -0.924 -1.010
H -0.081 -1.795 -1.396 -1.408 1.433 0.342
H -2.018 0.903 0.357 0.592 -0.058 0.269
H -1.008 1.932 -0.545 0.834 -0.378 0.627
H -0.709 1.693 1.288 -0.112 -0.425 -1.339
H 3.033 -1.001 0.291 0.219 0.729 0.513